Entry from the OMol25 dataset: a molecular structure, C25H58ErN2O2Si3 at a distorted geometry (ωB97M-V/def2-TZVPD).

The geometry in XYZ format:
```
91
Properties=species:S:1:pos:R:3:mulliken_charge:R:1
O -0.414 0.973 3.770 -0.294
O 1.854 0.708 4.116 -0.104
C -0.678 2.166 2.964 0.137
C -2.135 2.334 2.619 -1.137
H -0.058 2.115 2.058 0.102
H -0.320 2.993 3.585 0.342
H -2.345 1.979 1.605 0.072
H -2.362 3.405 2.625 0.480
H -2.826 1.851 3.321 0.324
C -1.021 -0.331 3.351 0.379
C -1.266 -1.112 4.608 -1.474
H -0.300 -0.811 2.676 -0.003
H -1.937 -0.087 2.804 0.256
H -0.330 -1.378 5.112 0.276
H -1.800 -2.035 4.371 0.403
H -1.886 -0.549 5.313 0.362
C 2.621 -0.275 3.357 0.132
C 2.507 1.981 4.417 -0.273
C 2.330 -1.652 3.887 -1.335
H 3.685 -0.029 3.468 0.614
H 2.362 -0.173 2.292 -0.181
H 2.341 -1.659 4.982 0.312
H 3.098 -2.346 3.543 0.434
H 1.364 -2.025 3.539 0.272
C 2.581 2.163 5.908 -1.313
H 1.904 2.758 3.936 0.228
H 3.497 1.975 3.947 0.413
H 1.580 2.092 6.349 0.302
H 3.003 3.141 6.142 0.442
H 3.222 1.387 6.340 0.304
H 0.664 0.813 3.938 0.611
Er -0.546 0.023 -1.483 0.060
C 1.564 0.213 -0.961 0.499
Si 2.673 1.722 -1.006 0.226
H 2.083 -0.588 -1.541 -0.644
H 1.649 -0.149 0.096 -0.477
C 1.928 3.297 -0.302 -0.694
C 3.236 2.207 -2.727 -0.970
C 4.243 1.260 -0.064 -1.001
C -1.604 2.126 -1.806 -0.799
Si -1.627 1.783 -3.646 0.227
H -1.047 3.042 -1.547 0.381
H -2.605 2.251 -1.365 0.239
C 0.072 2.152 -4.368 -0.986
C -2.927 2.709 -4.614 -1.189
C -1.843 -0.083 -3.924 -0.847
H 5.079 1.899 -0.376 0.366
H 4.527 0.221 -0.274 0.327
H 4.139 1.363 1.023 0.110
H 1.061 3.623 -0.889 0.175
H 2.683 4.095 -0.352 0.452
H 1.620 3.194 0.745 0.077
H 2.431 2.244 -3.464 0.230
H 4.009 1.518 -3.090 0.323
H 3.684 3.210 -2.678 0.307
H -3.126 3.683 -4.148 0.329
H -3.870 2.146 -4.643 0.316
H -2.603 2.884 -5.651 0.337
H -2.780 -0.488 -3.514 0.299
H -0.996 -0.739 -3.596 0.318
H -1.889 -0.215 -5.017 0.520
H -0.018 2.297 -5.455 0.394
H 0.784 1.327 -4.215 0.248
H 0.494 3.069 -3.936 0.354
C -4.178 0.241 0.071 -0.695
C -3.710 -1.089 -0.442 0.422
C -4.588 -2.136 -0.679 -0.767
C -4.096 -3.374 -1.102 -0.935
C -2.732 -3.535 -1.299 -0.873
C -1.905 -2.401 -1.204 0.935
N -2.390 -1.204 -0.714 0.526
N -0.630 -2.283 -1.667 0.541
Si 0.404 -3.586 -2.261 -0.101
C 0.361 -5.059 -1.105 -1.020
C -0.213 -4.076 -3.958 -1.019
C 2.175 -2.993 -2.342 -1.039
H -3.570 0.588 0.922 -0.339
H -4.147 1.009 -0.722 0.113
H -5.218 0.159 0.418 0.448
H -5.653 -1.955 -0.532 0.460
H -4.778 -4.201 -1.283 0.430
H -2.296 -4.479 -1.620 0.412
H -0.646 -5.336 -0.768 0.345
H 0.798 -5.933 -1.613 0.356
H 0.964 -4.856 -0.208 0.257
H 0.054 -3.311 -4.699 0.285
H 0.229 -5.029 -4.284 0.406
H -1.305 -4.191 -3.976 0.328
H 2.272 -2.104 -2.976 0.238
H 2.564 -2.758 -1.342 0.228
H 2.820 -3.775 -2.772 0.470
```

- 2S+1: 4
- <S²>: 3.7532
- Gap between HOMO and LUMO (spin up / spin down): 7.83 / 7.86 eV
- Relative energy (zero: lowest compared OMol25 entry of this formula, charge and spin): 85.6 kcal per mole
- HOMO level (spin up / spin down): -9.92 / -9.93 eV
- LUMO level (spin up / spin down): -2.10 / -2.07 eV
- Net charge: +1